1.
The following is a DFT calculation (ωB97M-V/def2-TZVPD) of an isolated molecule of C5H7NO.

ORCA input file:
```
! wB97M-V def2-TZVPD RIJCOSX def2/J DEFGRID3
* xyz 0 1
C -1.565 0.495 -0.566
C -1.491 -0.534 -1.307
C 0.735 -1.037 1.255
C 1.531 -0.710 0.131
C -0.366 1.459 -0.081
N 1.364 0.077 -0.909
O 0.780 1.258 -0.880
H -2.479 0.833 -0.105
H -0.734 -1.208 -1.662
H 1.147 -1.789 1.907
H -0.355 -0.963 1.617
H 2.470 -1.235 -0.054
H -0.735 2.433 -0.243
H -0.302 0.922 0.898
*
```

* gap between HOMO and LUMO (alpha / beta): 8.083 / 7.873 eV
* E_HOMO (alpha / beta): -0.3061 / -0.3156 hartree
* LUMO level (alpha / beta): -0.246 / -0.715 eV
* electronic energy: -8827.9867 eV

---

2.
The following is a DFT calculation (ωB97M-V/def2-TZVPD) of an isolated molecule of C5H10NP.

ORCA input file:
```
! wB97M-V def2-TZVPD RIJCOSX def2/J DEFGRID3
* xyz 0 1
C -0.579 0.068 -0.142
C 0.582 1.105 -0.404
C -0.320 -1.324 -0.544
C 0.298 2.422 0.319
C -0.708 -2.458 0.339
N 1.861 0.643 -0.036
P 2.402 -0.783 0.108
H -0.812 0.098 0.925
H -1.426 0.493 -0.691
H 0.626 1.290 -1.488
H -0.189 -1.539 -1.596
H -0.146 2.235 1.294
H -0.372 3.056 -0.255
H 1.237 2.949 0.470
H -1.733 -2.789 0.137
H -0.660 -2.152 1.382
H -0.060 -3.316 0.183
*
```

* gap between HOMO and LUMO: 6.936 eV
* E_HOMO: -0.2546 hartree
* LUMO level: 0.009 eV
* electronic energy: -16123.2935 eV

---

3.
The following is a DFT calculation (ωB97M-V/def2-TZVPD) of a 2-piece molecular cluster, C5H14 overall.

ORCA input file:
```
! wB97M-V def2-TZVPD RIJCOSX def2/J DEFGRID3
* xyz 0 1
C -1.757 1.012 0.471
C -0.861 1.205 -0.752
C 0.189 2.297 -0.586
H -2.495 0.247 0.239
H -2.261 1.931 0.780
H -1.155 0.628 1.299
H -0.367 0.247 -0.925
H -1.479 1.399 -1.633
H -0.229 3.150 -0.052
H 1.120 2.013 -0.096
H 0.518 2.645 -1.568
C 0.715 -2.017 -0.214
C 1.605 -2.345 0.985
H 0.497 -2.837 -0.905
H -0.325 -1.815 0.083
H 1.062 -1.124 -0.723
H 1.008 -2.764 1.790
H 2.323 -3.120 0.698
H 2.177 -1.475 1.296
*
```

* structure (SMILES): CCC.CC
* gap between HOMO and LUMO: 12.371 eV
* E_HOMO: -0.4136 hartree
* LUMO level: 1.117 eV
* electronic energy: -5411.7491 eV

---

4.
The following is a DFT calculation (ωB97M-V/def2-TZVPD) of a 2-piece molecular cluster, C2H9N2O overall.

ORCA input file:
```
! wB97M-V def2-TZVPD RIJCOSX def2/J DEFGRID3
* xyz 1 1
C -2.246 1.259 1.555
N -1.166 0.547 2.300
H -2.963 1.886 2.151
H -1.939 1.844 0.686
H -2.963 0.556 1.158
H -0.517 -0.070 1.782
H -1.428 -0.010 3.148
H -0.783 1.370 2.779
C 1.075 -0.432 -1.827
N 2.246 -1.136 -1.859
O 0.509 -0.444 -0.732
H 0.747 0.175 -2.684
H 2.545 -1.516 -2.740
H 2.659 -1.594 -1.058
*
```

* gap between HOMO and LUMO: 9.504 eV
* E_HOMO: -0.4831 hartree
* LUMO level: -3.642 eV
* electronic energy: -7240.6297 eV

---

5.
The following is a DFT calculation (ωB97M-V/def2-TZVPD) of C53H47Cl2N10O5SY as an isolated structure.

ORCA input file:
```
! wB97M-V def2-TZVPD RIJCOSX def2/J DEFGRID3
* xyz 0 1
Y -1.087 -0.806 -0.670
O 1.879 -2.226 2.228
C 1.164 -1.962 1.264
N -0.151 -1.674 1.211
C -0.935 -1.498 2.379
C -0.467 -1.595 3.691
C -1.282 -1.254 4.769
C -2.574 -0.817 4.551
C -3.079 -0.759 3.255
C -2.291 -1.125 2.164
N -2.722 -1.177 0.820
C -4.029 -1.226 0.489
O -5.020 -0.994 1.173
C -4.226 -1.726 -0.927
C -5.287 -2.584 -1.174
C -5.415 -3.132 -2.436
C -4.499 -2.770 -3.416
C -3.485 -1.894 -3.083
N -3.330 -1.382 -1.856
C 1.842 -1.911 -0.093
C 2.899 -2.768 -0.357
C 3.531 -2.687 -1.583
C 3.125 -1.709 -2.482
C 2.077 -0.885 -2.127
N 1.423 -0.990 -0.966
H 0.544 -1.925 3.859
H -0.891 -1.326 5.777
H -3.206 -0.536 5.385
H -4.102 -0.468 3.084
H -5.972 -2.805 -0.368
H -6.208 -3.836 -2.652
H -4.545 -3.177 -4.416
H -2.739 -1.621 -3.821
H 3.199 -3.473 0.406
H 4.344 -3.358 -1.830
H 3.602 -1.592 -3.446
H 1.739 -0.108 -2.801
N -2.583 1.898 -4.283
C -2.401 1.260 -5.534
C -3.170 1.642 -6.617
C -3.011 1.007 -7.846
C -2.090 -0.016 -7.980
C -1.329 -0.408 -6.883
C -1.469 0.241 -5.670
S -0.484 -0.290 -4.300
N -1.150 0.551 -2.979
C -2.042 1.457 -3.107
C -2.573 2.127 -1.881
C -3.090 3.415 -1.918
C -3.598 3.964 -0.750
C -3.585 3.208 0.406
C -3.024 1.942 0.358
N -2.515 1.418 -0.755
H -3.406 2.469 -4.209
H -3.896 2.441 -6.504
H -3.614 1.317 -8.689
H -1.967 -0.522 -8.929
H -0.620 -1.225 -6.969
H -3.062 3.997 -2.829
H -3.999 4.970 -0.751
H -3.990 3.585 1.335
H -2.970 1.322 1.247
Cl -4.244 -7.664 -0.179
C -3.225 -6.451 -0.899
C -2.827 -6.594 -2.219
C -2.024 -5.619 -2.789
C -1.624 -4.507 -2.055
C -2.023 -4.395 -0.728
C -2.825 -5.364 -0.142
C -0.811 -3.439 -2.754
O -0.395 -3.645 -3.884
O -0.664 -2.322 -2.110
H -3.148 -7.456 -2.790
H -1.701 -5.696 -3.819
H -1.702 -3.558 -0.124
H -3.136 -5.275 0.892
C 1.850 1.151 5.111
C 2.992 1.814 4.317
C 4.210 1.888 5.253
C 3.378 0.897 3.143
C 2.553 3.250 3.870
O 2.215 4.019 5.047
C 3.625 4.101 3.142
C 3.950 3.980 1.643
C 4.870 2.845 1.262
C 6.140 2.746 1.827
C 6.982 1.685 1.533
C 6.552 0.706 0.654
Cl 7.587 -0.644 0.293
C 5.309 0.795 0.052
C 4.483 1.868 0.355
C 1.157 3.326 3.200
N 0.835 2.647 1.945
C 0.371 1.406 1.739
N 0.048 1.258 0.465
C 0.346 2.473 -0.073
N 0.818 3.344 0.782
H 2.238 0.272 5.630
H 1.046 0.794 4.467
H 1.429 1.829 5.853
H 4.495 0.868 5.519
H 3.990 2.409 6.191
H 5.079 2.348 4.781
H 3.206 -0.146 3.414
H 4.432 1.005 2.881
H 2.804 1.085 2.237
H 3.022 4.173 5.546
H 4.561 3.999 3.695
H 3.288 5.125 3.310
H 4.451 4.914 1.375
H 3.038 3.942 1.050
H 6.482 3.510 2.520
H 7.965 1.615 1.983
H 4.986 0.027 -0.636
H 3.502 1.925 -0.107
H 0.963 4.380 3.018
H 0.443 2.991 3.949
H 0.265 0.663 2.517
H 0.206 2.711 -1.118
*
```

* gap between HOMO and LUMO: 6.548 eV
* E_HOMO: -0.2656 hartree
* LUMO level: -0.679 eV
* electronic energy: -117794.2047 eV

---

6.
The following is a DFT calculation (ωB97M-V/def2-TZVPD) of a 6-piece molecular cluster, C45H89NO2 overall.

ORCA input file:
```
! wB97M-V def2-TZVPD RIJCOSX def2/J DEFGRID3
* xyz 0 1
C 5.153 -2.296 -1.494
C 4.895 -2.729 -3.019
N 3.502 -3.180 -3.320
C 2.855 -4.081 -2.350
O 3.108 -5.290 -2.098
C 1.721 -3.143 -1.742
C 0.805 -3.289 -0.511
C -0.225 -2.159 -0.162
C -0.354 -0.821 -1.021
C 0.618 -0.669 -2.254
C 0.657 0.619 -3.199
C 1.121 1.875 -2.311
C 2.706 2.119 -2.210
C 3.623 1.076 -3.006
C 3.252 2.119 -0.674
C 1.582 -1.831 -2.564
C 2.650 -2.054 -3.722
O 2.768 -1.451 -4.812
H 5.612 -3.167 -0.886
H 5.985 -1.491 -1.515
H 4.261 -1.810 -0.973
H 5.693 -3.493 -3.300
H 5.080 -1.799 -3.680
H 0.899 -4.218 0.135
H -0.937 -2.234 0.739
H -1.099 0.007 -0.792
H 1.218 0.474 -4.178
H -0.444 0.824 -3.494
H 0.746 1.670 -1.237
H 0.625 2.814 -2.732
H 2.901 3.189 -2.602
H 3.340 0.940 -4.111
H 4.698 1.508 -3.026
H 3.689 0.098 -2.423
H 3.128 1.098 -0.165
H 2.779 2.964 -0.055
H 4.390 2.311 -0.772
C 4.007 3.443 3.298
C 4.053 4.956 3.142
C 4.457 5.408 1.738
C 5.862 4.990 1.293
C 7.001 5.458 2.200
C 7.120 6.974 2.285
H 4.989 2.990 3.143
H 3.677 3.179 4.306
H 3.305 2.998 2.587
H 4.726 5.383 3.892
H 3.057 5.357 3.361
H 4.366 6.499 1.681
H 3.735 5.008 1.015
H 6.033 5.377 0.282
H 5.908 3.899 1.207
H 7.942 5.057 1.809
H 6.885 5.042 3.206
H 7.280 7.408 1.294
H 7.969 7.251 2.915
H 6.226 7.426 2.720
C -4.813 -2.104 -0.430
C -5.258 -1.028 0.552
C -4.389 -0.958 1.808
C -4.392 -2.218 2.679
C -5.767 -2.665 3.176
C -6.444 -1.641 4.076
H -4.890 -3.105 0.004
H -5.443 -2.083 -1.322
H -3.778 -1.942 -0.742
H -6.308 -1.185 0.817
H -5.212 -0.056 0.049
H -4.710 -0.100 2.411
H -3.354 -0.747 1.510
H -3.742 -2.042 3.544
H -3.934 -3.045 2.125
H -5.647 -3.597 3.738
H -6.422 -2.900 2.331
H -5.825 -1.423 4.952
H -7.404 -2.026 4.430
H -6.639 -0.704 3.548
C -0.505 4.760 0.539
C -2.010 4.737 0.759
C -2.762 3.908 -0.283
C -2.649 4.411 -1.725
C -3.116 5.850 -1.953
C -4.592 6.060 -1.645
H -0.242 5.226 -0.414
H -0.016 5.333 1.332
H -0.093 3.747 0.554
H -2.395 5.762 0.786
H -2.210 4.310 1.749
H -3.820 3.858 0.003
H -2.393 2.876 -0.249
H -3.232 3.744 -2.371
H -1.611 4.322 -2.062
H -2.939 6.110 -3.002
H -2.515 6.546 -1.359
H -5.215 5.404 -2.259
H -4.879 7.094 -1.859
H -4.818 5.867 -0.594
C 7.286 -5.956 -4.523
C 7.660 -6.184 -3.065
C 8.671 -5.168 -2.532
C 10.036 -5.176 -3.225
C 10.773 -6.516 -3.200
C 11.115 -6.989 -1.793
H 8.150 -6.065 -5.184
H 6.536 -6.686 -4.838
H 6.865 -4.958 -4.666
H 8.037 -7.204 -2.937
H 6.750 -6.117 -2.459
H 8.807 -5.338 -1.457
H 8.244 -4.161 -2.625
H 10.669 -4.416 -2.753
H 9.918 -4.862 -4.268
H 11.704 -6.411 -3.767
H 10.187 -7.286 -3.713
H 11.737 -6.254 -1.276
H 11.670 -7.930 -1.835
H 10.217 -7.163 -1.195
C -13.645 0.023 3.628
C -13.080 -1.198 2.916
C -12.076 -1.982 3.762
C -10.809 -1.216 4.153
C -9.993 -0.663 2.983
C -9.451 -1.747 2.062
H -12.865 0.752 3.862
H -14.382 0.522 2.993
H -14.142 -0.262 4.559
H -12.628 -0.895 1.967
H -13.910 -1.865 2.660
H -11.797 -2.895 3.221
H -12.572 -2.318 4.681
H -10.171 -1.881 4.746
H -11.075 -0.386 4.817
H -9.148 -0.095 3.387
H -10.590 0.048 2.402
H -8.816 -2.445 2.614
H -8.848 -1.299 1.267
H -10.255 -2.313 1.586
*
```

* structure (SMILES): CCN1C(=O)c2cccc(CCC(C)C)c2C1=O.CCCCCC.CCCCCC.CCCCCC.CCCCCC.CCCCCC
* gap between HOMO and LUMO: 8.309 eV
* E_HOMO: -0.3394 hartree
* LUMO level: -0.927 eV
* electronic energy: -53689.5748 eV

---

7.
The following is a DFT calculation (ωB97M-V/def2-TZVPD) of a 7-piece molecular cluster, C24H46N3O27S6 overall.

ORCA input file:
```
! wB97M-V def2-TZVPD RIJCOSX def2/J DEFGRID3
* xyz 1 1
C 5.472 1.030 -2.608
C 4.746 1.746 -1.453
C 4.806 3.263 -1.525
C 4.443 3.906 -2.861
C 2.976 4.213 -3.117
N 2.299 3.042 -3.719
N 2.578 2.909 -5.021
C 2.038 1.869 -5.597
C 1.241 0.900 -4.969
N 0.733 -0.181 -5.699
C 0.966 1.076 -3.621
C 0.137 0.085 -2.890
O -0.892 0.723 -2.187
C -1.246 -0.002 -1.020
C 1.552 2.209 -3.016
C 1.324 2.470 -1.555
O 0.345 3.492 -1.416
O -0.526 3.141 -0.343
H 6.080 0.243 -2.192
H 4.741 0.514 -3.219
H 6.073 1.685 -3.216
H 3.740 1.346 -1.383
H 5.243 1.457 -0.536
H 5.838 3.529 -1.339
H 4.234 3.741 -0.741
H 4.958 4.857 -2.899
H 4.827 3.357 -3.709
H 2.953 4.978 -3.874
H 2.433 4.613 -2.276
H 2.235 1.768 -6.649
H 0.684 0.097 -6.677
H 1.384 -0.957 -5.673
H -0.245 -0.673 -3.561
H 0.799 -0.444 -2.199
H -2.214 0.308 -0.665
H -0.491 0.144 -0.253
H -1.283 -1.058 -1.248
H 1.029 1.579 -1.035
H 2.234 2.832 -1.087
H -0.049 3.437 0.447
C -4.861 -0.891 1.224
C -5.579 -2.210 1.056
O -4.539 -3.129 0.660
S -3.171 -2.722 1.354
O -2.973 -3.505 2.517
O -2.170 -2.629 0.353
O -3.594 -1.246 1.811
H -4.672 -0.411 0.262
H -5.395 -0.203 1.872
H -6.356 -2.173 0.300
H -6.007 -2.563 1.994
C 4.321 4.145 2.874
C 5.649 4.347 3.568
O 6.309 3.076 3.423
S 5.906 2.413 2.031
O 6.918 2.700 1.082
O 5.455 1.090 2.255
O 4.640 3.343 1.724
H 3.643 3.604 3.531
H 3.861 5.076 2.556
H 5.537 4.594 4.619
H 6.256 5.109 3.076
C 1.702 2.692 -10.732
C 0.290 2.864 -11.245
O -0.495 1.991 -10.408
S 0.127 1.945 -8.952
O -0.562 2.835 -8.098
O 0.309 0.581 -8.585
O 1.548 2.580 -9.302
H 2.155 1.771 -11.101
H 2.343 3.534 -10.974
H 0.183 2.580 -12.286
H -0.070 3.884 -11.107
C 2.329 -0.234 4.115
C 0.830 -0.256 4.326
O 0.551 0.976 5.014
S 1.569 2.100 4.533
O 0.962 2.903 3.528
O 2.164 2.684 5.674
O 2.625 1.144 3.821
H 2.866 -0.512 5.022
H 2.651 -0.869 3.296
H 0.499 -1.102 4.919
H 0.290 -0.244 3.380
C -6.190 -6.577 2.897
C -6.567 -6.557 4.359
O -7.389 -5.375 4.488
S -8.212 -5.143 3.145
O -9.519 -5.663 3.291
O -7.998 -3.806 2.716
O -7.373 -6.127 2.210
H -5.380 -5.876 2.682
H -5.913 -7.567 2.549
H -5.701 -6.499 5.025
H -7.172 -7.426 4.627
C -3.274 -4.495 8.098
C -4.667 -4.504 8.687
O -5.328 -5.580 8.003
S -4.276 -6.734 7.674
O -4.357 -7.745 8.655
O -4.386 -7.037 6.289
O -2.949 -5.883 7.923
H -3.257 -4.012 7.118
H -2.546 -4.021 8.749
H -5.200 -3.573 8.524
H -4.652 -4.734 9.754
*
```

* gap between HOMO and LUMO: 8.819 eV
* E_HOMO: -0.4533 hartree
* LUMO level: -3.515 eV
* electronic energy: -150383.0867 eV

---

8.
The following is a DFT calculation (ωB97M-V/def2-TZVPD) of an isolated molecule of C6H12O.

ORCA input file:
```
! wB97M-V def2-TZVPD RIJCOSX def2/J DEFGRID3
* xyz 0 1
C 2.804 0.138 0.475
C 1.642 0.511 -0.440
O 0.432 0.630 0.288
C -0.302 -0.551 0.425
C -1.547 -0.397 1.230
C -1.647 -0.659 -0.256
C -2.093 0.419 -1.213
H 2.649 -0.842 0.940
H 2.904 0.879 1.275
H 3.748 0.105 -0.082
H 1.528 -0.214 -1.260
H 1.820 1.495 -0.891
H 0.293 -1.460 0.512
H -1.740 0.621 1.561
H -1.838 -1.169 1.936
H -1.955 -1.670 -0.518
H -1.980 0.081 -2.249
H -3.141 0.702 -1.064
H -1.473 1.311 -1.081
*
```

* structure (SMILES): CCO[C@H]1C[C@H]1C
* gap between HOMO and LUMO: 10.241 eV
* E_HOMO: -0.3334 hartree
* LUMO level: 1.169 eV
* electronic energy: -8462.8066 eV